(1)
An isolated ion of composition C5H13N2 and charge +1 in a non-equilibrium geometry, computed with ωB97M-V/def2-TZVPD.

Summary:
Total charge   +1
Orbital gap   10.55 eV

CARTESIAN COORDINATES (ANGSTROEM)
1 C -0.755 -0.057 -1.766
2 N -0.690 1.386 -1.886
3 C -0.007 -0.477 -0.508
4 N -0.924 -0.372 0.705
5 C -0.073 -0.663 1.934
6 C 1.247 0.089 1.561
7 C 1.278 0.179 0.023
8 H -1.785 -0.406 -1.792
9 H -0.287 -0.655 -2.565
10 H 0.187 1.709 -2.279
11 H -1.394 1.748 -2.499
12 H 0.146 -1.561 -0.542
13 H -1.395 0.522 0.893
14 H -1.681 -1.051 0.568
15 H -0.539 -0.109 2.742
16 H -0.035 -1.733 2.083
17 H 2.088 -0.518 1.888
18 H 1.228 1.018 2.112
19 H 2.133 -0.291 -0.447
20 H 1.258 1.241 -0.223

Here are the Mulliken charges for atoms 1 to 5, given in e: atom 1 (C): -0.8372, atom 2 (N): -0.5830, atom 3 (C): 0.2251, atom 4 (N): -0.2901, atom 5 (C): -0.6441



(2)
An isolated ion of composition C12H20BBrF9O6P2S2 and charge -1 in a non-equilibrium geometry, computed with ωB97M-V/def2-TZVPD.

Summary:
Total charge   -1
Orbital gap   6.47 eV

CARTESIAN COORDINATES (ANGSTROEM)
1 O -4.167 1.541 -0.173
2 P -4.178 0.667 -1.410
3 B -2.737 -0.674 -1.518
4 C -2.768 -1.191 -3.086
5 C -1.729 -0.470 -3.967
6 C -1.932 -0.831 -5.488
7 C -0.673 -1.501 -6.012
8 O -0.398 -2.610 -5.793
9 O 0.180 -0.684 -6.748
10 O -3.022 -1.868 -0.713
11 C -2.342 -1.861 0.542
12 S -3.642 -1.417 1.756
13 C -1.206 -0.783 0.244
14 C -1.059 0.434 1.203
15 C 0.378 0.567 1.763
16 C 0.501 1.693 2.833
17 C 1.708 2.633 2.653
18 C 2.933 2.298 3.543
19 F 3.705 3.407 3.552
20 F 2.475 2.113 4.786
21 C 3.656 1.054 2.973
22 F 3.680 1.026 1.671
23 F 2.952 0.001 3.339
24 S 5.429 0.769 3.576
25 F 5.781 -0.082 2.261
26 F 5.956 2.055 2.819
27 F 5.162 1.549 4.921
28 F 5.029 -0.619 4.261
29 F 6.912 0.508 4.084
30 P 0.382 -1.747 -0.157
31 O 0.621 -2.747 1.173
32 Br -0.019 -3.087 -1.907
33 O -1.445 -0.180 -1.020
34 H -4.193 1.495 -2.585
35 H -5.399 -0.077 -1.470
36 H -2.544 -2.265 -3.066
37 H -3.786 -1.098 -3.509
38 H -0.745 -0.847 -3.673
39 H -1.770 0.614 -3.818
40 H -2.082 0.084 -6.077
41 H -2.812 -1.467 -5.589
42 H -0.184 -0.555 -7.634
43 H -1.889 -2.856 0.585
44 H -4.166 -2.599 2.169
45 H -1.303 1.343 0.650
46 H -1.762 0.398 2.045
47 H 1.084 0.739 0.946
48 H 0.586 -0.377 2.280
49 H 0.428 1.231 3.820
50 H -0.397 2.317 2.726
51 H 1.399 3.622 3.015
52 H 1.990 2.775 1.608
53 H 1.424 -2.439 1.616

Here are the Mulliken charges for atoms 1 to 5, given in e: atom 1 (O): -0.7197, atom 2 (P): 0.2949, atom 3 (B): 0.7562, atom 4 (C): -1.1626, atom 5 (C): 0.0950



(3)
A 14-piece molecular cluster, C5H38O13 overall in a non-equilibrium geometry, computed with ωB97M-V/def2-TZVPD.

Summary:
Total charge   0
Orbital gap   10.52 eV

CARTESIAN COORDINATES (ANGSTROEM)
1 C 2.416 -2.391 1.404
2 C 1.180 -3.170 1.053
3 C 0.287 -3.651 2.215
4 C -1.193 -3.606 1.942
5 C 3.047 -1.831 0.199
6 H 1.967 -1.619 2.113
7 H 3.066 -2.947 2.177
8 H 1.493 -4.063 0.413
9 H 0.425 -2.579 0.412
10 H 0.551 -2.999 3.076
11 H 0.799 -4.596 2.602
12 H -1.734 -3.901 2.852
13 H -1.645 -2.593 1.719
14 H -1.510 -4.336 1.240
15 H 3.127 -2.419 -0.724
16 H 2.563 -0.949 -0.221
17 H 4.093 -1.493 0.504
18 H 0.814 3.060 0.959
19 H 1.251 3.542 -0.386
20 O 1.568 3.514 0.524
21 H -1.877 -2.297 -0.701
22 H -2.873 -2.921 -1.793
23 O -1.981 -2.972 -1.433
24 H 3.971 1.191 -0.153
25 H 2.435 1.877 0.173
26 O 3.043 1.219 -0.113
27 H -1.323 3.019 2.435
28 H -1.507 2.082 1.351
29 O -1.083 2.919 1.486
30 H -0.098 0.606 0.850
31 H -0.497 0.411 -0.676
32 O -0.137 1.010 -0.013
33 H 2.124 1.965 -2.131
34 H 2.412 3.326 -2.330
35 O 1.838 2.648 -2.743
36 H -3.212 0.483 0.256
37 H -2.079 0.235 -0.688
38 O -2.609 -0.250 0.002
39 H -2.887 2.367 -1.145
40 H -3.682 2.003 -2.335
41 O -3.657 1.834 -1.401
42 H 2.570 1.155 2.531
43 H 1.939 0.427 1.377
44 O 1.776 0.708 2.269
45 H -0.145 2.625 -1.621
46 H -1.520 3.562 -1.646
47 O -1.080 2.722 -1.809
48 H -0.317 -3.136 -3.056
49 H 1.030 -2.767 -3.932
50 O 0.276 -2.476 -3.435
51 H -1.314 0.749 4.217
52 H -1.505 0.888 2.842
53 O -1.836 1.346 3.627
54 H -1.421 -0.732 -2.636
55 H -0.350 0.213 -3.171
56 O -1.080 0.166 -2.560

Here are the Mulliken charges for atoms 1 to 5, given in e: atom 1 (C): -0.2691, atom 2 (C): 0.1121, atom 3 (C): -0.4681, atom 4 (C): -1.1908, atom 5 (C): -0.8618



(4)
A single CH2Cl2O2 molecule in a non-equilibrium geometry, computed with ωB97M-V/def2-TZVPD.

Summary:
Total charge   0
Orbital gap   11.37 eV

CARTESIAN COORDINATES (ANGSTROEM)
1 C 0.601 0.044 0.397
2 O -1.510 -0.229 -0.380
3 O -0.170 -0.655 -0.642
4 Cl 0.570 1.840 0.041
5 Cl 2.195 -0.628 0.236
6 H 0.394 0.036 1.476
7 H -2.079 -0.407 -1.127

Here are the Mulliken charges for atoms 1 to 5, given in e: atom 1 (C): 0.1793, atom 2 (O): -0.3339, atom 3 (O): -0.1548, atom 4 (Cl): -0.1644, atom 5 (Cl): -0.1202